Model 1:
Density functional theory data (ωB97M-V with the def2-TZVPD basis set) for a cluster of 2 separate species, C5H14O2 in total.

Structure (ORCA input):
```
! wB97M-V def2-TZVPD RIJCOSX def2/J DEFGRID3
* xyz 0 1
C 1.572 0.790 0.962
O 2.676 -0.053 0.693
C 0.607 0.693 -0.241
C -0.855 0.749 0.111
C -1.350 -0.243 1.190
C -1.708 0.651 -1.204
H 1.964 1.810 1.081
H 1.123 0.481 1.913
H 3.233 -0.303 1.449
H 0.911 -0.270 -0.653
H 0.854 1.500 -0.929
H -1.109 1.743 0.490
H -2.341 -0.647 1.041
H -0.587 -1.026 1.278
H -1.277 0.295 2.139
H -2.637 0.133 -0.987
H -1.201 0.189 -2.048
H -1.968 1.668 -1.502
H 1.390 -2.888 -1.940
H -0.069 -2.545 -1.617
O 0.771 -2.727 -1.227
*
```

Structure (SMILES) ... CC(C)CCO.O

Here are the Löwdin charges for atoms 1 to 4, given in e: -0.260, -0.086, -0.172, -0.417


Model 2:
Density functional theory data (ωB97M-V with the def2-TZVPD basis set) for a cluster of 2 separate species, C5H14O2 in total.

Structure (ORCA input):
```
! wB97M-V def2-TZVPD RIJCOSX def2/J DEFGRID3
* xyz 0 1
C -0.572 -0.924 -1.714
O -1.920 -1.262 -2.013
C -0.354 -0.207 -0.391
C -0.657 -1.008 0.895
C -0.946 -0.015 2.053
C 0.288 -2.221 1.028
H 0.001 -0.542 -2.558
H -0.014 -1.877 -1.630
H -2.006 -2.214 -2.065
H -1.032 0.650 -0.364
H 0.648 0.219 -0.495
H -1.644 -1.423 0.708
H -0.416 -0.220 2.984
H -0.620 0.981 1.750
H -2.016 0.103 2.199
H 1.313 -1.897 0.807
H 0.024 -2.781 0.136
H 0.276 -2.755 1.967
H 2.507 5.794 -0.777
H 3.855 6.179 -1.335
O 3.284 5.420 -1.184
*
```

Structure (SMILES) ... CC(C)CCO.O

Here are the Löwdin charges for atoms 1 to 4, given in e: -0.280, -0.055, -0.181, -0.404


Model 3:
Density functional theory data (ωB97M-V with the def2-TZVPD basis set) for a cluster of 3 separate species, C5H14O2 in total.

Structure (ORCA input):
```
! wB97M-V def2-TZVPD RIJCOSX def2/J DEFGRID3
* xyz 0 1
C 2.184 -0.850 1.238
C 2.878 0.450 0.712
C 1.790 1.359 0.107
C 1.056 0.794 -0.847
C 1.483 2.639 0.792
H 2.989 -1.551 1.452
H 1.440 -0.914 2.106
H 1.494 -1.268 0.505
H 3.141 0.936 1.709
H 3.778 0.440 0.023
H 0.037 1.157 -1.264
H 1.398 -0.103 -1.412
H 0.436 2.386 1.127
H 2.112 2.883 1.656
H 1.557 3.497 -0.058
H -5.860 -1.516 -1.750
H -6.197 -0.808 -0.521
O -6.591 -1.527 -1.062
H -0.895 -2.281 -1.549
H -0.512 -1.186 -0.541
O -1.068 -1.975 -0.625
*
```

Structure (SMILES) ... C=C(C)CC.O.O

Here are the Löwdin charges for atoms 1 to 4, given in e: -0.116, -0.201, -0.429, -0.038


Stability ranking, top entry: model 1; the second entry is 0.0094 hartree less favorable.


Model 1:
Density functional theory data (ωB97M-V with the def2-TZVPD basis set) for an isolated molecule of C23H27N3O4S.

Structure (ORCA input):
```
! wB97M-V def2-TZVPD RIJCOSX def2/J DEFGRID3
* xyz 0 1
C 3.687 -5.589 0.202
H 4.331 -5.068 0.906
H 3.876 -5.191 -0.792
H 3.946 -6.645 0.210
C 2.217 -5.396 0.582
C 1.863 -3.937 0.565
C 2.030 -3.154 1.700
C 1.753 -1.800 1.678
C 1.292 -1.216 0.509
C 1.123 -1.980 -0.636
C 1.413 -3.331 -0.601
H 1.284 -3.924 -1.495
H 0.780 -1.517 -1.548
N 0.993 0.186 0.478
C 0.013 0.615 1.340
O -0.604 -0.149 2.064
N -0.256 1.966 1.349
C 0.337 2.787 0.434
C 1.298 2.355 -0.458
C 1.773 3.413 -1.296
C 1.164 4.597 -1.020
S -0.009 4.462 0.270
C 1.397 5.909 -1.680
H 1.200 5.836 -2.749
H 2.434 6.221 -1.552
H 0.748 6.671 -1.255
C 2.811 3.252 -2.356
H 2.393 3.491 -3.333
H 3.645 3.929 -2.174
H 3.174 2.230 -2.363
C 1.711 0.971 -0.448
O 2.574 0.465 -1.131
C -1.242 2.478 2.282
H -1.179 1.888 3.200
H -1.016 3.526 2.489
C -2.666 2.378 1.693
O -3.280 3.350 1.320
N -3.117 1.113 1.680
H -2.478 0.380 1.971
C -4.332 0.726 1.012
H -4.978 0.173 1.702
H -4.828 1.648 0.702
C -4.064 -0.143 -0.228
C -3.377 -1.484 0.070
H -4.099 -2.279 0.242
C -2.532 -1.700 -1.183
H -1.669 -2.338 -1.008
C -2.135 -0.264 -1.521
H -1.943 -0.102 -2.584
H -1.239 0.031 -0.956
O -3.224 0.553 -1.142
H -3.138 -2.120 -1.986
H -2.725 -1.406 0.941
H -5.031 -0.316 -0.725
H 1.885 -1.199 2.564
H 2.384 -3.608 2.614
H 1.588 -5.938 -0.127
H 2.045 -5.808 1.578
*
```

Structure (SMILES) ... CCc1ccc(-n2c(=O)c3c(C)c(C)sc3n(CC(=O)NC[C@@H]3CCCO3)c2=O)cc1

Here are the Löwdin charges for atoms 1 to 4, given in e: -0.094, 0.074, 0.075, 0.068


Model 2:
Density functional theory data (ωB97M-V with the def2-TZVPD basis set) for an isolated molecule of C23H27N3O4S.

Structure (ORCA input):
```
! wB97M-V def2-TZVPD RIJCOSX def2/J DEFGRID3
* xyz 0 1
C 2.604 3.441 0.652
C 2.999 3.369 -0.819
O 2.316 2.348 -1.523
C 2.564 1.023 -1.312
C 1.589 0.178 -1.836
C 1.685 -1.196 -1.746
C 2.778 -1.773 -1.121
C 3.759 -0.942 -0.601
C 3.683 0.441 -0.685
O 4.662 1.261 -0.188
C 5.601 0.730 0.725
C 6.367 1.900 1.327
H 7.108 1.532 2.031
H 5.682 2.566 1.845
H 6.868 2.459 0.542
H 5.082 0.167 1.512
H 6.298 0.057 0.206
H 4.608 -1.398 -0.116
C 2.854 -3.255 -0.890
H 2.275 -3.786 -1.649
H 3.887 -3.604 -0.933
C 2.279 -3.572 0.504
N 0.929 -3.081 0.626
C 0.689 -1.812 1.056
O 1.512 -1.158 1.669
C -0.663 -1.307 0.770
C -1.106 -0.023 0.962
C -2.461 0.136 0.557
C -3.019 -1.040 0.060
N -4.283 -1.188 -0.391
C -5.004 -0.120 -0.338
N -4.572 1.077 0.124
C -3.285 1.327 0.613
O -2.991 2.434 1.013
C -5.605 2.095 0.076
H -5.175 3.037 -0.267
C -6.647 1.501 -0.877
H -7.658 1.803 -0.612
H -6.445 1.825 -1.898
C -6.434 -0.013 -0.759
H -6.619 -0.556 -1.683
H -7.063 -0.450 0.021
H -6.006 2.248 1.084
S -1.897 -2.343 0.077
C -0.266 1.081 1.494
H -0.855 1.989 1.582
H 0.574 1.245 0.821
H 0.149 0.805 2.460
H 0.244 -3.513 0.023
H 2.867 -3.062 1.270
H 2.288 -4.649 0.690
H 0.902 -1.813 -2.162
H 0.739 0.643 -2.311
H 4.082 3.255 -0.920
H 2.689 4.284 -1.333
H 2.866 2.518 1.162
H 3.128 4.267 1.128
H 1.533 3.601 0.747
*
```

Structure (SMILES) ... CCOc1ccc(CCNC(=O)c2sc3nc4n(c(=O)c3c2C)CCC4)cc1OCC

Here are the Löwdin charges for atoms 1 to 4, given in e: -0.058, -0.232, -0.038, -0.198


Stability ranking, top entry: model 1; the second entry is 0.0295 hartree less favorable.


Model 1:
Density functional theory data (ωB97M-V with the def2-TZVPD basis set) for a cluster of 2 separate species, C3H3FOS in total.

Structure (ORCA input):
```
! wB97M-V def2-TZVPD RIJCOSX def2/J DEFGRID3
* xyz 0 1
C 1.507 -0.247 0.379
C 0.698 0.759 -0.013
C -1.635 -0.374 -0.057
H 1.138 -1.190 1.145
H 0.501 1.975 -1.094
H -0.896 -0.907 -0.656
O -0.680 0.450 0.654
F 2.752 -0.348 -0.287
S -3.386 -0.118 -0.071
*
```

Here are the Löwdin charges for atoms 1 to 4, given in e: -0.132, -0.056, -0.564, 0.210


Model 2:
Density functional theory data (ωB97M-V with the def2-TZVPD basis set) for an isolated molecule of C3H3FOS.

Structure (ORCA input):
```
! wB97M-V def2-TZVPD RIJCOSX def2/J DEFGRID3
* xyz 0 1
C -0.305 -0.312 0.816
C -0.426 -1.198 -0.336
C -0.096 -0.868 -1.594
H 0.192 1.404 1.900
H -0.991 -2.108 -0.173
H -0.298 -1.571 -2.405
O -0.755 -0.710 1.894
F 0.502 0.264 -2.004
S 0.474 1.241 0.641
*
```

Structure (SMILES) ... O=C(S)/C=C\F

Here are the Löwdin charges for atoms 1 to 4, given in e: -0.803, -0.072, -0.126, -0.121


Stability ranking, top entry: model 2; the second entry is 0.2147 hartree less favorable.